Formula: C24H48N3O15
Source: the OMol25 dataset
Level of theory: ωB97M-V/def2-TZVPD

The geometry in XYZ format:
```
90
Properties=species:S:1:pos:R:3:forces:R:3
C 3.00641 2.21452 2.04515 -0.04 -0.36 0.06
C 1.82306 1.53825 2.77582 0.11 0.65 -0.84
N 0.79603 1.11732 1.82460 -0.17 -0.35 0.25
C 0.00857 -0.08568 2.15702 0.14 0.24 -0.33
N -0.25168 -0.31863 3.56216 -0.03 -0.06 -0.06
O -1.18990 0.18720 1.49257 0.09 0.12 0.60
C -2.26120 -0.74565 1.64262 -0.72 -0.16 -0.68
C -3.36111 -0.20699 2.55834 0.78 0.02 0.14
C -3.73221 1.26449 2.29019 -1.20 -0.50 0.58
C -4.89781 1.32074 1.27629 0.45 0.31 -0.31
C -4.16244 1.92669 3.62664 0.28 -0.01 -0.03
C -2.86714 -1.06231 0.23791 0.23 0.19 -0.27
O -3.71985 -1.96660 0.23561 -0.10 -0.11 0.16
O -2.44066 -0.37910 -0.72044 -0.13 -0.10 -0.04
C 0.68091 -1.33300 1.49598 -0.13 -0.15 -0.18
C 0.70538 -2.58681 2.37843 0.42 -0.12 -0.36
C 1.77387 -2.71395 3.43652 -0.22 0.44 -0.35
O 1.50902 -3.09383 4.53423 -0.10 -0.45 0.95
O 3.06430 -2.43079 3.10691 0.22 -0.02 0.20
N 2.00080 -0.98636 0.94864 0.22 -0.44 0.12
O 2.55080 -2.14332 0.30671 -0.07 0.04 -0.03
H 3.92627 1.65059 2.19541 0.10 0.05 0.03
H 3.16617 3.23451 2.38688 0.03 0.08 -0.02
H 2.81680 2.21781 0.97475 -0.06 0.12 -0.06
H 1.40268 2.27769 3.46076 0.05 -0.25 0.46
H 2.20503 0.68106 3.31962 -0.19 -0.09 0.22
H 0.09787 1.83812 1.69110 0.08 0.11 -0.08
H -0.58583 0.52640 4.00529 -0.03 0.04 0.04
H 0.52925 -0.69562 4.07917 0.03 0.08 0.07
H -1.93034 -1.70510 2.03669 0.21 0.05 0.12
H -4.21569 -0.86503 2.41522 -0.13 0.01 -0.01
H -3.04455 -0.35326 3.59417 0.12 0.17 0.03
H -2.86911 1.78192 1.88491 0.07 0.09 -0.05
H -4.50733 1.44369 0.26628 -0.06 -0.16 -0.10
H -5.48384 0.40581 1.28826 -0.06 -0.09 0.04
H -5.57004 2.15683 1.47186 0.02 0.12 0.01
H -3.43075 2.66248 3.96842 0.01 0.07 -0.01
H -5.12712 2.42415 3.54782 -0.03 0.14 -0.04
H -4.24965 1.19285 4.42723 -0.06 -0.10 0.02
H 0.02342 -1.56049 0.64755 -0.18 -0.11 0.08
H 0.82091 -3.46237 1.73644 0.11 -0.02 -0.05
H -0.24287 -2.69463 2.89040 -0.09 0.07 -0.04
H 3.19909 -1.47714 3.17630 0.07 0.03 -0.52
H 1.85294 -0.32942 0.19233 -0.05 0.33 0.23
H 1.89488 -2.44689 -0.34101 -0.03 0.06 -0.02
C 0.02635 1.03594 -1.87605 0.23 -0.19 -0.14
C -0.46364 2.44175 -2.09085 -0.26 -0.19 0.18
O 0.61084 3.36473 -2.41975 -0.02 0.07 0.02
C 1.01336 3.36224 -3.67501 0.01 -0.01 0.09
O 0.56640 2.71425 -4.58704 0.00 -0.04 -0.07
O 2.03390 4.23132 -3.78996 -0.01 0.05 -0.03
C 2.58572 4.29555 -5.10091 0.12 0.08 -0.10
H 0.82355 1.02658 -1.12692 -0.10 0.08 0.06
H -0.81006 0.41939 -1.51841 0.13 0.10 0.03
H 0.42623 0.61217 -2.80013 -0.07 0.05 -0.04
H -0.89180 2.83567 -1.17147 0.09 0.08 0.00
H -1.22801 2.48607 -2.86457 0.09 0.03 -0.10
H 1.81505 4.48867 -5.84447 -0.04 -0.08 0.00
H 3.10181 3.36615 -5.33816 -0.04 -0.01 -0.07
H 3.29992 5.11465 -5.10165 0.00 0.00 0.13
C -6.17266 -4.51804 4.70228 0.18 -0.04 -0.09
C -5.72609 -4.11980 6.09268 -0.33 0.04 -0.04
O -4.40213 -4.59196 6.38100 0.02 -0.01 0.06
C -3.42098 -3.85002 5.85439 0.04 -0.03 0.02
O -3.57097 -2.84369 5.21463 -0.02 0.06 -0.01
O -2.25551 -4.40975 6.16831 0.00 0.04 0.01
C -1.12000 -3.74015 5.58957 0.04 -0.04 0.08
H -6.07823 -5.59654 4.56801 -0.07 -0.01 0.04
H -7.21309 -4.23339 4.54418 -0.01 0.00 0.02
H -5.56436 -4.02904 3.94256 -0.02 0.06 0.02
H -6.36141 -4.57992 6.84848 0.10 -0.07 0.04
H -5.76947 -3.03954 6.22693 0.10 0.02 -0.04
H -1.14910 -2.67572 5.80750 -0.03 0.02 -0.09
H -1.11177 -3.90130 4.51631 -0.03 0.06 -0.05
H -0.23263 -4.18021 6.02516 -0.06 -0.13 0.08
C 4.36651 -0.45860 -7.30912 0.22 0.01 -0.12
C 3.86737 0.96379 -7.43326 -0.29 -0.26 0.17
O 4.93862 1.87693 -7.73457 -0.01 0.06 0.02
C 5.31474 1.91980 -9.00692 -0.02 0.05 0.06
O 4.83631 1.29729 -9.91894 0.00 -0.05 -0.06
O 6.32175 2.79236 -9.11173 0.03 0.02 0.00
C 6.85563 2.91697 -10.42992 0.09 0.08 -0.07
H 5.17981 -0.51387 -6.58476 -0.06 0.00 0.07
H 3.55845 -1.11140 -6.98108 -0.02 0.02 0.02
H 4.74184 -0.82461 -8.26443 -0.06 0.01 -0.03
H 3.45570 1.30531 -6.48624 0.10 0.11 0.01
H 3.08329 1.04785 -8.18387 0.09 0.04 -0.11
H 6.06876 3.12764 -11.15051 -0.03 -0.06 0.00
H 7.38210 2.00675 -10.71315 -0.06 -0.03 -0.04
H 7.55455 3.74760 -10.39586 0.00 0.00 0.08
```
Forces are in eV/Å.

Results
Kohn-Sham gap = 6.94 eV
Net charge = -1
HOMO energy = -4.919 eV
2S+1 = 1

***

Formula: C24H48O24
Source: the OMol25 dataset
Level of theory: ωB97M-V/def2-TZVPD

The geometry in XYZ format:
```
96
Properties=species:S:1:pos:R:3:forces:R:3
C -8.29713 18.00755 -9.37346 1.51 1.00 -0.20
O -8.53336 18.63597 -10.71182 0.77 -1.53 0.77
C -7.45483 18.77041 -11.60414 -0.08 0.97 1.71
O -6.26582 18.81118 -11.27328 -3.20 -0.38 -1.42
O -7.98424 19.03276 -12.82968 2.09 0.47 2.93
C -9.31094 18.65990 -13.18886 0.15 -1.31 -1.30
H -7.21588 17.97367 -9.23977 0.02 0.14 0.02
H -8.63800 17.00385 -9.11950 -0.57 -0.19 -1.41
H -8.70064 18.60968 -8.55939 -0.14 0.58 -0.58
H -8.92882 18.36856 -14.16722 -1.95 -0.35 -0.63
H -10.12296 19.38671 -13.21091 0.82 0.84 0.02
H -9.75533 17.83399 -12.63343 0.69 -0.23 0.11
C -12.32008 18.90034 -18.61353 -0.76 1.28 2.46
O -11.13606 18.08213 -18.36205 -0.15 0.53 0.21
C -10.45819 18.10089 -17.13324 -1.57 1.79 1.35
O -10.68758 18.78708 -16.11867 0.12 -1.87 -3.65
O -9.50797 17.18066 -17.12282 0.35 -0.17 -0.39
C -8.92134 16.66711 -18.32988 1.08 0.04 -0.39
H -12.23952 19.90123 -18.18947 0.82 0.07 0.09
H -13.19729 18.56587 -18.05967 0.23 -0.88 0.20
H -12.74535 19.12784 -19.59102 1.42 -1.03 -0.74
H -8.06311 16.04986 -18.06428 -0.52 -0.44 0.65
H -8.36358 17.42615 -18.87837 -0.77 0.63 -0.12
H -9.58722 16.10803 -18.98725 -0.23 0.20 0.32
C -14.14131 18.22598 -21.88370 0.70 0.51 -2.06
O -14.98256 17.57628 -22.88939 -0.99 -0.11 3.55
C -14.92454 17.54645 -24.18873 1.99 0.75 -0.87
O -14.15799 18.13602 -24.90250 0.60 0.74 -0.15
O -15.79598 16.69226 -24.61241 -1.47 -2.24 -0.37
C -15.81374 16.27682 -26.01217 0.04 1.84 0.59
H -14.65197 18.61113 -21.00110 -0.81 -0.68 -0.36
H -13.69261 19.10766 -22.34132 0.26 -0.05 -0.12
H -13.35153 17.53171 -21.59674 -0.18 -0.05 0.00
H -16.27097 15.28789 -26.04421 0.12 0.33 -0.04
H -14.83379 16.36955 -26.48037 0.14 -0.48 0.37
H -16.38779 17.08607 -26.46348 -0.44 -0.58 -0.55
C -8.21547 13.49302 -20.81582 -0.35 -0.41 0.62
O -7.97035 13.11763 -19.42243 0.08 1.00 -1.08
C -7.42022 11.91360 -19.15099 -1.02 -0.88 -2.72
O -7.32444 10.96774 -19.91724 0.22 1.30 0.91
O -7.12810 11.96844 -17.90147 1.34 0.32 2.53
C -6.40468 10.93145 -17.25057 -0.24 -1.76 0.06
H -8.92490 12.76702 -21.21299 0.53 -0.08 -0.49
H -7.29357 13.66543 -21.37123 0.07 -0.81 0.02
H -8.70654 14.46401 -20.88003 -0.15 -0.01 0.85
H -7.00411 10.02117 -17.26320 -0.24 0.02 0.09
H -6.19710 11.16537 -16.20640 -0.30 0.62 -0.27
H -5.47022 10.60082 -17.70396 0.05 0.75 -0.50
C -6.74631 21.17136 -14.89319 0.55 0.36 0.46
O -6.99479 20.26264 -15.94926 -0.17 -0.82 -2.07
C -6.34864 20.37793 -17.16615 -1.07 0.27 2.19
O -5.62782 21.28385 -17.41397 1.11 0.77 -0.87
O -6.71884 19.37557 -17.94617 -0.75 -1.59 -0.55
C -6.07298 19.13982 -19.21302 2.11 1.02 -0.07
H -7.66576 21.25481 -14.31377 0.15 -0.35 -0.01
H -6.45393 22.19041 -15.14648 -0.01 -0.15 -0.76
H -5.92948 20.75444 -14.30408 -0.20 0.03 0.31
H -6.08626 20.02919 -19.84306 -0.41 -0.13 0.02
H -6.28165 18.24401 -19.79789 -1.69 0.05 0.64
H -5.01735 18.90889 -19.07012 0.33 0.51 0.63
C -5.56531 15.72576 -12.04090 -0.66 0.59 3.51
O -5.92590 15.59289 -13.30672 1.21 0.67 -5.84
C -6.77345 14.69978 -13.74787 -0.69 0.32 1.72
O -7.39890 14.04440 -12.96163 -0.89 -1.24 -0.24
O -6.86684 14.74810 -15.06031 0.04 0.07 -1.04
C -8.07336 14.25655 -15.66669 -0.33 -0.34 -0.17
H -5.15619 14.81275 -11.60830 0.25 0.10 0.07
H -6.50101 15.97298 -11.53945 0.13 -0.10 1.02
H -4.94309 16.61742 -11.96424 0.29 -0.39 0.06
H -8.89611 14.94625 -15.47825 0.00 -0.12 0.37
H -8.30213 13.23564 -15.36091 -0.05 0.19 0.40
H -7.97390 14.20508 -16.75092 0.66 0.21 0.16
C -8.29512 23.33079 -20.92218 -0.44 -0.58 0.83
O -9.34389 22.27477 -20.73739 0.97 0.47 -0.13
C -9.09670 20.99985 -21.08768 1.42 -0.85 -2.09
O -8.09943 20.53715 -21.65097 -1.48 1.28 1.36
O -10.19717 20.27429 -20.86003 -1.35 0.00 1.02
C -10.35768 18.96934 -21.45897 2.07 0.08 -0.96
H -8.21137 23.71007 -21.94063 -0.03 -0.74 -0.11
H -7.35008 23.02583 -20.47274 0.00 -0.41 -0.51
H -8.58963 24.19105 -20.32108 -0.60 -0.33 0.08
H -11.16191 18.31249 -21.12752 -0.36 1.14 0.52
H -9.45336 18.38585 -21.28616 0.17 0.08 0.03
H -10.39984 19.13515 -22.53546 -0.28 -0.20 -0.03
C -12.59915 17.85810 -13.94891 -0.62 0.11 -0.41
O -13.70399 17.00995 -13.57302 -2.09 0.98 1.37
C -14.72511 17.65404 -12.79996 3.35 0.09 -0.05
O -14.59920 18.72165 -12.26369 0.21 0.32 -0.58
O -15.72097 16.85542 -12.61472 -1.42 -1.86 -0.01
C -16.81074 17.30542 -11.78555 -0.38 1.41 -0.36
H -12.95196 18.51970 -14.74006 0.17 0.22 0.13
H -11.83047 17.22720 -14.39524 -0.17 -0.14 0.31
H -12.20388 18.44401 -13.11912 -0.17 -0.16 0.04
H -17.72432 16.78171 -12.06695 0.45 -0.33 -0.02
H -16.97672 18.36480 -11.98115 -0.02 0.03 -0.26
H -16.66067 17.30018 -10.70593 0.59 -0.72 -0.12
```
Forces are in eV/Å.

Results
Relative energy (zero: lowest compared OMol25 entry of this formula, charge and spin) = 554.8 kJ/mol
Kohn-Sham gap = 10.67 eV
HOMO energy = -10.481 eV
SMILES string = COC(=O)OC.COC(=O)OC.COC(=O)OC.COC(=O)OC.COC(=O)OC.COC(=O)OC.COC(=O)OC.COC(=O)OC
2S+1 = 1

***

> What is the 2S+1 in the first record?

1

***

> Among the records above, which one has the highest HOMO energy?

C24H48N3O15